56
Properties=species:S:1:pos:R:3:forces:R:3:mulliken_charge:R:1 method="wB97M-V/def2-TZVPD" smiles="Cc1ccc2nc3c(c(C(=O)OCC(=O)N(C)[C@@H]4CCS(=O)(=O)C4)c2c1)CCCC3" total_charge=0 e_tot_ha=-1737.87496 de_lowest_kj_mol=57.3 orbital_gap_ha=0.32327
C -4.717333 -4.156576 0.638757 0.0024 0.0249 0.0028 -1.60
C -4.640795 -2.662658 0.565858 0.3918 0.0036 -0.0629 0.63
C -5.813425 -1.904180 0.766972 -0.0822 0.2945 -0.0026 -0.64
C -5.794586 -0.540944 0.715001 -0.0769 -0.2701 0.0319 -0.69
C -4.589595 0.144074 0.452645 0.5350 -0.4447 -0.0894 -0.59
N -4.598756 1.486863 0.412531 -0.2740 0.3839 0.0287 -0.73
C -3.494634 2.143659 0.172755 -0.1278 -0.0940 0.0365 0.43
C -2.247532 1.504505 -0.050913 0.0666 -0.6249 0.0493 0.66
C -2.223266 0.126407 -0.011541 -0.3035 0.4535 0.0409 0.44
C -0.930453 -0.577209 -0.237153 0.0850 -0.0002 0.2132 0.38
O 0.005115 -0.582119 0.526641 -0.1761 -0.0300 -0.0191 -0.59
O -0.908724 -1.201387 -1.418680 -0.2493 -0.0214 -0.1924 -0.29
C 0.347151 -1.775783 -1.765071 0.2536 0.0355 0.1230 -0.58
C 1.418370 -0.684179 -1.641802 0.0540 -0.2025 -0.1338 0.59
O 1.216782 0.396430 -2.165694 -0.2473 0.1742 -0.2028 -0.74
N 2.555125 -0.971366 -0.973466 0.2024 0.1335 -0.1673 0.08
C 2.758826 -2.189677 -0.214269 -0.1791 -0.2757 0.0757 -1.15
C 3.508551 0.112130 -0.791362 -0.1837 0.0877 -0.5324 -0.39
C 4.896804 -0.279959 -1.360685 -0.1492 -0.0934 -0.3396 -0.72
C 5.984426 0.353363 -0.523821 -0.4764 -0.1669 0.6266 -0.80
S 5.323191 0.056954 1.143952 0.1550 0.5714 0.0414 1.10
O 5.393844 -1.352895 1.425365 -0.0954 -0.3365 -0.2425 -0.65
O 5.867317 0.956833 2.119548 -0.0011 0.3033 -0.0400 -0.70
C 3.628038 0.516813 0.677534 0.7210 -0.1467 0.0804 -0.77
C -3.404453 -0.609342 0.241445 -0.2363 0.3981 0.0380 1.30
C -3.460427 -2.014764 0.310712 -0.2279 -0.2282 0.0485 -0.73
C -0.989006 2.286794 -0.296060 0.1495 0.1936 -0.1214 -0.33
C -1.263181 3.741186 -0.662835 0.0844 -0.0277 0.2587 -1.01
C -2.275026 4.336969 0.307937 -0.0934 0.0608 -0.2951 -0.80
C -3.616142 3.639095 0.122100 0.1337 0.2143 0.1039 -0.74
H -5.410896 -4.535514 -0.111111 -0.0276 -0.0923 -0.0302 0.35
H -3.742646 -4.607497 0.471273 0.0373 -0.0765 -0.0036 0.36
H -5.083124 -4.468481 1.616379 -0.0129 -0.0901 0.0441 0.35
H -6.737807 -2.426875 0.967966 -0.1154 -0.0244 0.0225 0.42
H -6.685729 0.045939 0.872176 -0.0907 0.0776 0.0152 0.46
H 0.251357 -2.070801 -2.811557 0.0685 0.0237 0.1461 0.30
H 0.538673 -2.646135 -1.136784 -0.0237 0.0806 -0.1028 0.41
H 2.807847 -3.056123 -0.876479 0.0381 -0.0414 0.0973 0.32
H 3.694868 -2.120628 0.337834 -0.0829 -0.0796 -0.1055 0.52
H 1.953896 -2.327527 0.510553 0.0334 -0.0347 0.0082 0.32
H 3.100176 0.948202 -1.369487 0.1862 -0.1809 0.2348 0.60
H 5.010787 -1.363395 -1.305081 -0.0023 0.0060 -0.0725 0.37
H 4.961645 0.013944 -2.408396 0.0072 -0.0518 0.0255 0.41
H 6.952562 -0.120338 -0.638569 0.1138 -0.0336 0.1741 0.47
H 6.063095 1.428204 -0.653064 0.0316 0.1565 0.0209 0.34
H 3.563402 1.590233 0.821625 -0.0113 0.1059 0.0263 0.37
H 2.899711 0.019098 1.308819 0.0551 -0.0709 0.1817 0.39
H -2.553113 -2.582342 0.158776 0.0574 -0.1244 -0.0180 0.32
H -0.390269 2.248433 0.620660 0.0502 0.0213 -0.0472 0.32
H -0.398416 1.807041 -1.080767 0.0244 -0.0134 0.0799 0.16
H -1.660521 3.795791 -1.678531 0.0093 0.0478 -0.0756 0.36
H -0.328118 4.303199 -0.638595 0.0022 -0.0110 -0.0812 0.41
H -1.923166 4.198161 1.332529 0.0342 0.0475 0.0739 0.31
H -2.390330 5.408163 0.133079 0.0131 0.0029 0.0843 0.39
H -4.034004 3.905340 -0.853866 -0.0257 0.0439 0.0043 0.27
H -4.340223 3.952807 0.875464 -0.0242 -0.0584 -0.0607 0.35